A cluster of 9 separate species, C63H76N4O33S in total. Source: the Open Molecules 2025 dataset; level of theory: the ωB97M-V functional and the def2-TZVPD basis.

Last columns: bonded neighbours and bond lengths (Å).
Atoms and positions in Å:
1 C -0.04612 -3.43754 4.60125  C2 1.642, H48 1.166, H49 1.157, H50 1.150
2 C 0.12344 -4.74344 3.62122  C1 1.642, C3 1.642, H51 1.148, H52 1.147
3 C 0.40935 -4.16164 2.11218  C2 1.642, N4 1.496, H53 1.152, H54 1.168
4 N 1.83230 -3.70089 2.11730  C3 1.496, C5 1.480, H55 1.046
5 C 2.33207 -3.34086 0.77190  N4 1.480, C6 1.590, C14 1.601
6 C 1.64342 -2.30138 -0.21501  C5 1.590, C7 1.573, N47 1.484
7 C 2.36639 -2.05091 -1.58946  C6 1.573, C8 1.571, S21 1.879
8 C 3.69259 -2.73612 -2.07760  C7 1.571, C9 1.577, H56 1.144
9 C 4.36682 -3.77888 -1.10525  C8 1.577, C10 1.608, C14 1.599
10 C 5.73043 -4.46805 -1.60621  C9 1.608, O11 1.463, H57 1.147, H58 1.164
11 O 5.61821 -5.15152 -2.89512  C10 1.463, N12 1.353
12 N 4.91002 -6.29788 -2.77407  O11 1.353, O13 1.197
13 O 4.74003 -6.74109 -3.87337  N12 1.197
14 C 3.67473 -4.07727 0.30511  C5 1.601, C9 1.599, C15 1.595
15 C 4.39516 -5.16878 1.21864  C14 1.595, C16 1.602, C20 1.589
16 C 5.81636 -4.96038 1.92858  C15 1.602, C17 1.562, H59 1.155
17 C 6.35098 -6.18380 2.73878  C16 1.562, N18 1.433, H60 1.165
18 N 5.80098 -7.48928 2.95396  C17 1.433, C19 1.436
19 C 4.51483 -7.72691 2.36170  N18 1.436, C20 1.559, H61 1.158
20 C 3.82038 -6.62092 1.51109  C15 1.589, C19 1.559, H62 1.160
21 S 1.59570 -0.80339 -2.76395  C7 1.879, C22 1.881, O132 1.979
22 C 0.82431 0.41640 -1.55772  S21 1.881, C23 1.579, C46 1.581
23 C 0.67462 1.95078 -1.90110  C22 1.579, C24 1.628, C33 1.594
24 C 1.20294 2.58924 -3.30246  C23 1.628, C25 1.629, H63 1.164, H64 1.155
25 C 2.04509 3.91733 -2.87661  C24 1.629, O26 1.275, C27 1.621
26 O 1.47406 5.03588 -3.09460  C25 1.275
27 C 3.50173 3.81553 -2.17322  C25 1.621, C28 1.596, C32 1.571
28 C 4.19676 5.19218 -1.76163  C27 1.596, C29 1.596, H65 1.150
29 C 5.63638 5.17573 -1.07267  C28 1.596, C30 1.599, H66 1.161
30 C 6.39280 3.80143 -0.76459  C29 1.599, C31 1.585, H67 1.147
31 C 5.66194 2.44692 -1.14173  C30 1.585, C32 1.596, H68 1.159
32 C 4.23032 2.46254 -1.84769  C27 1.571, C31 1.596, H69 1.147
33 C -0.02946 2.90717 -0.83731  C23 1.594, C34 1.596, H70 1.157
34 C -0.55416 2.31680 0.54985  C33 1.596, C35 1.598, H71 1.159
35 C -0.38815 0.75928 0.86538  C34 1.598, C36 1.628, C46 1.600
36 C -0.96499 0.13653 2.25400  C35 1.628, O37 1.465, H72 1.148, H73 1.164
37 O -2.41976 0.29418 2.19352  C36 1.465, C38 1.479
38 C -3.01334 -0.82036 1.42401  O37 1.479, C39 1.627, H74 1.152, H75 1.159
39 C -4.37214 -0.37273 0.64882  C38 1.627, O40 1.454, H76 1.159, H77 1.158
40 O -5.21210 -1.49143 0.25213  C39 1.454, C41 1.474
41 C -6.52595 -1.01473 -0.21501  O40 1.474, C42 1.618, H78 1.156, H79 1.156
42 C -7.65335 -2.17139 -0.12144  C41 1.618, O43 1.474, H80 1.160, H81 1.155
43 O -8.78769 -1.80327 0.74499  C42 1.474, C44 1.473
44 C -8.37314 -1.96764 2.14908  O43 1.473, C45 1.640, H82 1.151, H83 1.159
45 C -8.89818 -0.61696 2.91661  C44 1.640, H84 1.151, H85 1.164, H86 1.164
46 C 0.31041 -0.20857 -0.20004  C22 1.581, C35 1.600, N47 1.487
47 N 0.37351 -1.64396 0.18339  C6 1.484, C46 1.487, H87 1.050
48 H 0.88540 -3.27858 5.28423  C1 1.166
49 H -0.94392 -3.55097 5.32167  C1 1.157
50 H -0.19165 -2.45542 4.02014  C1 1.150
51 H -0.87265 -5.30949 3.68596  C2 1.148
52 H 1.03187 -5.31823 4.02094  C2 1.147
53 H 0.21928 -5.00784 1.35323  C3 1.152
54 H -0.36295 -3.29386 1.99147  C3 1.168
55 H 1.98206 -2.91793 2.79406  N4 1.046
56 H 4.19952 -2.53469 -3.08365  C8 1.144
57 H 6.18302 -5.20759 -0.85456  C10 1.147
58 H 6.50978 -3.61378 -1.74031  C10 1.164
59 H 6.39360 -3.96526 1.82777  C16 1.155
60 H 7.38693 -6.00564 3.24114  C17 1.165
61 H 3.97740 -8.74728 2.47126  C19 1.158
62 H 2.79967 -6.88738 1.02863  C20 1.160
63 H 1.93588 1.82263 -3.78315  C24 1.164
64 H 0.32690 2.85265 -4.00765  C24 1.155
65 H 3.63858 6.17219 -1.98528  C28 1.150
66 H 6.09536 6.20745 -0.80382  C29 1.161
67 H 7.42488 3.85736 -0.26800  C30 1.147
68 H 6.23060 1.46352 -0.91068  C31 1.159
69 H 3.75500 1.45029 -2.10407  C32 1.147
70 H -0.19978 4.03590 -1.02781  C33 1.157
71 H -1.08526 3.01124 1.31044  C34 1.159
72 H -0.75976 -0.98670 2.37004  C36 1.148
73 H -0.49883 0.64909 3.18943  C36 1.164
74 H -2.28604 -1.26527 0.64926  C38 1.152
75 H -3.32601 -1.64970 2.17080  C38 1.159
76 H -4.03611 0.18532 -0.30924  C39 1.159
77 H -4.93594 0.40390 1.29606  C39 1.158
78 H -6.48587 -0.67434 -1.31894  C41 1.156
79 H -6.91432 -0.11187 0.39396  C41 1.156
80 H -8.12728 -2.37721 -1.15984  C42 1.160
81 H -7.21091 -3.16915 0.25534  C42 1.155
82 H -7.22918 -2.03736 2.25875  C44 1.151
83 H -8.83006 -2.91506 2.63620  C44 1.159
84 H -8.40786 -0.55944 3.95684  C45 1.151
85 H -8.58139 0.26133 2.22117  C45 1.164
86 H -10.05980 -0.62233 2.98358  C45 1.164
87 H -0.37279 -2.11099 -0.38797  N47 1.050
88 C -4.19503 -1.13196 5.04596  C89 1.496, O93 1.421, H94 1.092, H95 1.091
89 C -5.00302 -0.16570 4.23916  C88 1.496, O90 1.420, H96 1.094, H97 1.091
90 O -6.21576 -0.06934 4.97226  C89 1.420, C91 1.362
91 C -5.93266 -0.41644 6.25888  O90 1.362, O92 1.203, O93 1.361
92 O -6.69452 -0.28404 7.18077  C91 1.203
93 O -4.67737 -0.93205 6.36704  C88 1.421, C91 1.361
94 H -3.12376 -0.92905 4.98880  C88 1.092
95 H -4.37561 -2.16874 4.75767  C88 1.091
96 H -4.54126 0.82493 4.18710  C89 1.094
97 H -5.18921 -0.52344 3.22518  C89 1.091
98 C -3.24227 1.34369 -3.46556  C99 1.496, O103 1.420, H104 1.092, H105 1.094
99 C -4.04760 2.30947 -4.27544  C98 1.496, O100 1.421, H106 1.094, H107 1.091
100 O -5.26300 2.40643 -3.54636  C99 1.421, C101 1.366
101 C -4.98199 2.05956 -2.25485  O100 1.366, O102 1.208, O103 1.361
102 O -5.74634 2.19287 -1.32845  C101 1.208
103 O -3.72755 1.54364 -2.14608  C98 1.420, C101 1.361
104 H -2.17084 1.54634 -3.51931  C98 1.092
105 H -3.42247 0.30364 -3.75390  C98 1.094
106 H -3.58611 3.30034 -4.32720  C99 1.094
107 H -4.23074 1.95046 -5.28977  C99 1.091
108 C -6.68678 -5.44750 6.46502  C109 1.497, O113 1.420, H114 1.092, H115 1.094
109 C -6.05558 -4.19003 6.97765  C108 1.497, O110 1.420, H116 1.094, H117 1.091
110 O -5.29648 -3.73557 5.86698  C109 1.420, C111 1.362
111 C -5.86365 -4.27093 4.75016  O110 1.362, O112 1.203, O113 1.361
112 O -5.57366 -3.95715 3.62599  C111 1.203
113 O -6.80081 -5.20485 5.07066  C108 1.420, C111 1.361
114 H -7.66690 -5.63272 6.90827  C108 1.092
115 H -6.05450 -6.32699 6.62014  C108 1.094
116 H -6.79444 -3.42590 7.23745  C109 1.094
117 H -5.41212 -4.36861 7.84098  C109 1.091
118 C 6.33500 8.48037 -5.15030  C119 1.498, O123 1.419, H124 1.092, H125 1.094
119 C 5.39495 7.60863 -4.37620  C118 1.498, O120 1.419, H126 1.094, H127 1.092
120 O 5.97471 7.58084 -3.08110  C119 1.419, C121 1.362
121 C 6.73928 8.70209 -2.96144  O120 1.362, O122 1.201, O123 1.362
122 O 7.23684 9.07597 -1.93433  C121 1.201
123 O 6.86518 9.34398 -4.15638  C118 1.419, C121 1.362
124 H 5.82767 9.05132 -5.93020  C118 1.092
125 H 7.15582 7.91436 -5.60103  C118 1.094
126 H 4.39008 8.03602 -4.30485  C119 1.094
127 H 5.32301 6.60152 -4.79121  C119 1.092
128 C 5.63774 -0.89272 -5.88981  C129 1.498, O133 1.421, H134 1.092, H135 1.094
129 C 4.82244 0.06919 -6.69783  C128 1.498, O130 1.420, H136 1.094, H137 1.091
130 O 3.61413 0.16664 -5.95864  C129 1.420, C131 1.360
131 C 3.90427 -0.17235 -4.67375  O130 1.360, O132 1.217, O133 1.362
132 O 3.13800 -0.03512 -3.73777  S21 1.979, C131 1.217
133 O 5.16074 -0.68603 -4.56756  C128 1.421, C131 1.362
134 H 6.70802 -0.68795 -5.95321  C128 1.092
135 H 5.45797 -1.93459 -6.17168  C128 1.094
136 H 5.28140 1.06060 -6.75703  C129 1.094
137 H 4.63124 -0.29391 -7.70921  C129 1.091
138 C 9.37670 -0.64751 -3.95658  C139 1.498, O143 1.419, H144 1.092, H145 1.094
139 C 8.38970 -1.12163 -2.93480  C138 1.498, O140 1.419, H146 1.095, H147 1.092
140 O 8.76037 -0.40210 -1.76948  C139 1.419, C141 1.363
141 C 9.41823 0.71734 -2.18374  O140 1.363, O142 1.200, O143 1.363
142 O 9.72231 1.62917 -1.46502  C141 1.200
143 O 9.68466 0.66729 -3.51966  C138 1.419, C141 1.363
144 H 8.95911 -0.63362 -4.96519  C138 1.092
145 H 10.29445 -1.24322 -3.96034  C138 1.094
146 H 7.35889 -0.86326 -3.19681  C139 1.095
147 H 8.45294 -2.19801 -2.76306  C139 1.092
148 C -6.22245 5.56971 -1.86888  C149 1.497, O153 1.420, H154 1.092, H155 1.094
149 C -7.24277 4.61134 -2.39859  C148 1.497, O150 1.421, H156 1.093, H157 1.091
150 O -8.28640 5.46518 -2.84618  C149 1.421, C151 1.362
151 C -7.72606 6.68007 -3.10031  O150 1.362, O152 1.202, O153 1.363
152 O -8.29151 7.58613 -3.65136  C151 1.202
153 O -6.44027 6.73536 -2.65025  C148 1.420, C151 1.363
154 H -5.20176 5.20307 -1.99383  C148 1.092
155 H -6.38524 5.81496 -0.81505  C148 1.094
156 H -6.87120 4.03226 -3.24760  C149 1.093
157 H -7.60520 3.92452 -1.63259  C149 1.091
158 C 1.37537 -5.46965 9.17140  C159 1.498, O163 1.420, H164 1.092, H165 1.094
159 C 0.35810 -6.43070 8.63811  C158 1.498, O160 1.419, H166 1.094, H167 1.092
160 O -0.68385 -5.57880 8.18713  C159 1.419, C161 1.363
161 C -0.12438 -4.36231 7.93496  O160 1.363, O162 1.201, O163 1.362
162 O -0.68914 -3.45815 7.38198  C161 1.201
163 O 1.15819 -4.30488 8.38958  C158 1.420, C161 1.362
164 H 2.39715 -5.83390 9.04977  C158 1.092
165 H 1.20835 -5.22462 10.22462  C158 1.094
166 H 0.73401 -7.00981 7.78916  C159 1.094
167 H -0.00636 -7.11888 9.40308  C159 1.092
168 C -1.48143 8.52157 -5.19395  C169 1.497, O173 1.420, H174 1.092, H175 1.094
169 C -1.61571 7.99186 -3.79987  C168 1.497, O170 1.419, H176 1.094, H177 1.092
170 O -1.94578 6.62700 -4.00513  C169 1.419, C171 1.362
171 C -1.48416 6.28519 -5.23984  O170 1.362, O172 1.202, O173 1.362
172 O -1.44792 5.16033 -5.66263  C171 1.202
173 O -1.06869 7.38150 -5.93263  C168 1.420, C171 1.362
174 H -0.74119 9.32047 -5.26704  C168 1.092
175 H -2.43246 8.88001 -5.59917  C168 1.094
176 H -0.67829 8.04840 -3.23829  C169 1.094
177 H -2.39893 8.50034 -3.23450  C169 1.092

The electronic energy is -5545.4260 Ha. The calculation puts the maximum force at 8.6 eV/Å. The value obtained for the LUMO energy is -0.01777 Eh. Its highest occupied orbital energy is -7.224 eV.